No. 1
DFT (wB97M-V/def2-TZVPD) results for the molecule C25H18FN3O2.

Results
highest occupied orbital energy	-7.972	eV
SMILES string	O=c1ccc(-c2ccc(OCc3ccc4[nH]ccc4n3)cc2)c(-c2ccc(F)cc2)[nH]1
LUMO energy	0.2	eV
energy	-37499.75565	eV
net charge	0
largest force on an atom	3.581	eV/Å

XYZ file:
```
49
C25H18FN3O2 (wB97M-V/def2-TZVPD)
O -5.4196 -0.4858 4.3537
C -4.5980 0.0681 3.6169
C -3.6360 1.0603 4.0647
C -2.6801 1.4836 3.1655
C -2.5750 0.8989 1.8129
C -1.4544 1.2856 0.9364
C -0.1285 1.1136 1.3418
C 0.9756 1.5216 0.5413
C 0.7302 2.1549 -0.7001
O 1.7435 2.5969 -1.5953
C 3.0857 2.5368 -1.0836
C 3.6980 1.1777 -1.1731
C 3.4729 0.4261 -2.3612
C 4.0362 -0.8290 -2.5011
C 4.8265 -1.2581 -1.4787
N 5.5573 -2.4063 -1.3295
C 6.2806 -2.3542 -0.1397
C 5.9541 -1.1751 0.4950
C 5.0219 -0.4656 -0.3444
N 4.4507 0.7074 -0.1597
C -0.6105 2.3594 -1.0902
C -1.6842 1.8816 -0.3246
C -3.5509 -0.0368 1.4624
C -3.5582 -0.8267 0.2166
C -4.7172 -0.9605 -0.5495
C -4.7434 -1.7183 -1.6799
C -3.5928 -2.4240 -2.0938
F -3.6051 -3.2113 -3.1923
C -2.4417 -2.3211 -1.3413
C -2.4043 -1.5616 -0.1657
N -4.6105 -0.3514 2.3401
H -3.6553 1.4352 5.0908
H -1.9346 2.1531 3.5070
H 0.0192 0.6643 2.3297
H 1.9456 1.3456 0.9467
H 3.1385 2.8365 -0.0361
H 3.7067 3.2506 -1.6138
H 2.8828 0.8431 -3.1644
H 3.8134 -1.4437 -3.3842
H 5.6801 -3.1208 -2.0512
H 7.0160 -3.0871 0.2237
H 6.4080 -0.7755 1.3866
H -0.8041 2.8129 -2.0496
H -2.6993 2.0475 -0.7137
H -5.5999 -0.4170 -0.2830
H -5.6018 -1.7706 -2.2883
H -1.5681 -2.8828 -1.6301
H -1.5134 -1.5302 0.4527
H -5.0566 -1.2477 2.2335
```

***

No. 2
DFT (wB97M-V/def2-TZVPD) results for a structure of composition C23H28As2N4O2S2Tb.

Results
highest occupied orbital energy (spin up / spin down)	-10.864 / -10.865	eV
LUMO energy (spin up / spin down)	-2.8 / -2.5	eV
energy	-200135.44270	eV
net charge	+1
ΔE to the lowest compared entry with this formula, charge and spin	0.0	kcal/mol
largest force on an atom	4.629	eV/Å
2S+1	7

XYZ file:
```
62
C23H28As2N4O2S2Tb (wB97M-V/def2-TZVPD)
Tb 0.4136 0.5721 -0.7019
C -1.3365 4.3009 1.4036
As -0.6329 2.4721 1.1100
C 0.6301 2.6384 2.6167
C -1.9581 1.2980 2.0693
C -2.9840 1.9611 2.7753
C -3.9716 1.2638 3.4611
C -3.9714 -0.1198 3.4611
C -2.9841 -0.8170 2.7753
C -1.9579 -0.1538 2.0693
As -0.6329 -1.3279 1.1100
C -1.3364 -3.1567 1.4035
C 0.6300 -1.4942 2.6167
H -1.4726 4.5214 2.4818
H -2.2963 4.4249 0.8617
H -0.6020 5.0293 1.0031
H 0.0897 2.9181 3.5443
H 1.3828 3.4177 2.3784
H 1.1545 1.6807 2.7778
H -3.0481 3.0326 2.8075
H -4.7459 1.8029 3.9921
H -4.7460 -0.6589 3.9920
H -3.0480 -1.8884 2.8076
H -1.4726 -3.3773 2.4817
H -0.6019 -3.8851 1.0030
H -2.2963 -3.2808 0.8616
H 0.0897 -1.7741 3.5443
H 1.1544 -0.5365 2.7778
H 1.3829 -2.2735 2.3784
N 3.8779 -0.7857 -1.6134
C 3.3101 0.0813 -2.4661
N 2.1355 0.6164 -2.2611
C 1.7958 1.4771 -3.3032
C 2.7528 1.5531 -4.2995
S 4.0839 0.5401 -3.9251
C 0.5051 2.2226 -3.3026
C 0.0922 3.0902 -4.2980
S -1.4501 3.7368 -3.9224
C -1.4603 2.8364 -2.4640
N -0.4097 2.0861 -2.2602
N -2.4947 2.8943 -1.6108
H 3.2494 -1.1890 -0.9272
H 4.5732 -1.4258 -1.9743
H 2.7464 2.1338 -5.2091
H 0.5980 3.3755 -5.2076
H -3.3967 3.1771 -1.9710
H -2.5295 2.1480 -0.9251
O -0.8304 -2.7933 -3.2968
C -0.2384 -2.1155 -2.3977
O -0.4256 -0.8809 -2.1549
C 0.7799 -2.8433 -1.5400
C 1.0491 -4.2075 -1.7396
C 1.9866 -4.8787 -0.9504
C 2.6709 -4.1946 0.0528
C 2.4180 -2.8407 0.2665
C 1.4800 -2.1717 -0.5240
H 0.5142 -4.7415 -2.5235
H 2.1767 -5.9330 -1.1245
H 3.3991 -4.7151 0.6662
H 2.9458 -2.2995 1.0453
H 1.2820 -1.1139 -0.3574
H 1.9794 0.5721 0.6556
```

***

No. 3
DFT (wB97M-V/def2-TZVPD) results for a structure of composition C3H7InNO.

Results
highest occupied orbital energy	-23.721	eV
LUMO energy	-20.1	eV
energy	-11896.10863	eV
net charge	+3
ΔE to the lowest compared entry with this formula, charge and spin	27.4	kcal/mol
largest force on an atom	4.704	eV/Å

XYZ file:
```
13
C3H7InNO (wB97M-V/def2-TZVPD)
In 0.2194 2.8018 3.4022
C -1.4082 -1.0800 0.7331
C -0.3181 -0.0773 0.4026
O -0.0716 0.9510 1.0311
N 0.2932 -0.3062 -0.8200
C 1.3846 0.4472 -1.3206
H -0.9562 -1.9005 1.3125
H -2.0418 -1.1816 -0.1499
H -2.0912 -0.5360 1.4046
H -0.0941 -0.9624 -1.5248
H 2.2595 -0.2462 -1.4883
H 1.7335 1.2371 -0.6623
H 1.0911 0.8531 -2.3202
```

***

No. 4
DFT (wB97M-V/def2-TZVPD) results for a structure of composition ArH20O10.

Results
highest occupied orbital energy	-9.968	eV
LUMO energy	-0.7	eV
energy	-35154.37644	eV
net charge	0
ΔE to the lowest compared entry with this formula, charge and spin	12.5	kcal/mol
largest force on an atom	0.830	eV/Å

XYZ file:
```
31
ArH20O10 (wB97M-V/def2-TZVPD)
Ar 15.1346 -6.7484 -14.5567
O 16.8963 -3.4839 -13.5612
H 17.0298 -4.3950 -13.2998
H 16.7752 -3.5218 -14.5099
O 14.4148 -10.7324 -15.9813
H 15.0926 -10.0938 -16.2029
H 13.6983 -10.5418 -16.5867
O 17.8291 -6.1105 -12.7996
H 17.6992 -6.9740 -13.1915
H 18.1577 -6.2933 -11.9194
O 15.0689 -5.5216 -18.1042
H 14.1332 -5.6002 -17.9186
H 15.2155 -6.1039 -18.8496
O 13.9127 -3.5437 -13.3812
H 13.6193 -4.2722 -13.9284
H 14.8678 -3.5712 -13.4369
O 16.0906 -10.4388 -12.1585
H 16.4934 -9.7216 -12.6480
H 15.8994 -10.0647 -11.2984
O 16.9708 -4.3583 -16.3246
H 16.4034 -4.9942 -16.7603
H 17.8574 -4.6134 -16.5796
O 17.6815 -8.6602 -14.0449
H 17.2381 -8.8830 -14.8635
H 18.6062 -8.5943 -14.2831
O 16.7765 -9.3015 -16.7655
H 16.3768 -8.6967 -17.3905
H 17.4231 -9.7852 -17.2794
O 13.0854 -4.6686 -15.8262
H 12.4570 -5.3126 -16.1526
H 12.9927 -3.9217 -16.4177
```

***

No. 5
DFT (wB97M-V/def2-TZVPD) results for a cluster of 4 separate species, C8H16Br8 in total.

Results
highest occupied orbital energy	-10.022	eV
SMILES string	BrCCBr.BrCCBr.BrCCBr.BrCCBr
LUMO energy	0.2	eV
energy	-568895.15286	eV
net charge	0
ΔE to the lowest compared entry with this formula, charge and spin	23.8	kcal/mol
largest force on an atom	3.678	eV/Å

XYZ file:
```
32
C8H16Br8 (wB97M-V/def2-TZVPD)
Br 7.5683 9.0012 9.9816
C 5.9573 10.1119 10.5173
C 4.9240 9.8679 9.4247
Br 3.3586 10.8688 9.6754
H 6.2286 11.1637 10.6807
H 5.5682 9.6662 11.4471
H 4.7194 8.8081 9.4856
H 5.2366 10.1190 8.4281
Br 8.0844 11.5086 7.0612
C 7.4345 13.0951 6.3537
C 6.9900 14.0695 7.4105
Br 5.4211 13.6032 8.4363
H 6.5793 12.8941 5.7097
H 8.2347 13.6164 5.8837
H 6.7675 15.0881 6.9639
H 7.6984 14.2174 8.1917
Br 9.7759 7.7788 5.2913
C 9.7977 6.7334 6.9076
C 11.2644 6.8332 7.2776
Br 11.8505 5.6237 8.8556
H 9.5924 5.7312 6.7223
H 9.0339 7.0740 7.6767
H 11.5158 7.8222 7.6524
H 12.0431 6.5998 6.5111
Br 4.6795 7.5651 6.7780
C 5.5568 9.0957 5.9528
C 5.8753 8.6847 4.5891
Br 7.1093 10.1374 3.7512
H 6.4733 9.3355 6.5324
H 4.9080 9.9863 5.9941
H 5.1315 8.6323 3.8644
H 6.5625 7.8126 4.5661
```

***

No. 6
DFT (wB97M-V/def2-TZVPD) results for a structure of composition C15H21F10O11PS.

Results
highest occupied orbital energy	-9.271	eV
LUMO energy	0.2	eV
energy	-85716.93424	eV
net charge	0
largest force on an atom	1.664	eV/Å

XYZ file:
```
59
C15H21F10O11PS (wB97M-V/def2-TZVPD)
C 2.0881 0.5682 1.0611
P 2.7452 0.0005 2.6887
O 1.4365 -0.4021 3.6174
C 3.4404 -1.6135 2.1563
O 4.2799 -2.3670 3.0634
S 4.7520 -3.6621 2.1959
O 4.6284 -4.8571 2.9403
O 5.9665 -3.3062 1.5619
O 3.5205 -3.6582 1.1201
C 2.5733 -2.7566 1.6873
F 1.5384 -2.4432 0.8902
H 1.0263 0.7883 1.1103
H 2.2936 -0.1603 0.2775
H 2.6131 1.4804 0.7967
H 1.2557 0.3730 4.1590
H 4.1002 -1.3238 1.3260
H 2.1424 -3.2475 2.5660
C 3.5382 6.0211 -3.2078
C 3.4463 6.3963 -1.7456
O 2.2544 5.8537 -1.1359
C 2.3063 4.5806 -0.7911
O 3.2290 3.8304 -0.9201
C 0.9793 4.1635 -0.1287
F -0.0765 4.5875 -0.8201
F 0.8977 4.6743 1.1085
F 0.9202 2.8367 -0.0338
H 2.6381 6.3331 -3.7379
H 4.4012 6.5054 -3.6630
H 3.6415 4.9441 -3.3320
H 3.3584 7.4738 -1.6290
H 4.3228 6.0692 -1.1878
C -2.0056 -1.0246 -1.1950
C -0.5308 -1.0883 -1.5247
O -0.3135 -1.0256 -2.9513
C -0.3690 0.1794 -3.4913
O -0.5672 1.2162 -2.9295
C -0.0864 0.0811 -5.0042
F -0.7864 -0.9068 -5.5682
F 1.2156 -0.1605 -5.2092
F -0.4007 1.2182 -5.6142
H -2.5480 -1.8118 -1.7186
H -2.1610 -1.1463 -0.1251
H -2.4361 -0.0710 -1.4991
H -0.1143 -2.0385 -1.1988
H 0.0269 -0.2941 -1.0300
C -5.0594 -2.1970 3.8615
C -4.7793 -3.4728 3.0990
O -5.6358 -3.5964 1.9435
C -5.2801 -2.8999 0.8781
O -4.3286 -2.1840 0.7683
C -6.2690 -3.1703 -0.2741
F -7.5345 -3.0988 0.1459
F -6.0612 -4.3956 -0.7717
F -6.0991 -2.2866 -1.2501
H -6.1131 -2.1411 4.1352
H -4.4574 -2.1653 4.7689
H -4.8241 -1.3198 3.2602
H -5.0020 -4.3436 3.7110
H -3.7370 -3.5386 2.7897
```

***

No. 7
DFT (wB97M-V/def2-TZVPD) results for a structure of composition C9H21CuNO3S.

Results
highest occupied orbital energy (spin up / spin down)	-16.119 / -16.119	eV
LUMO energy (spin up / spin down)	-7.3 / -10.4	eV
energy	-72761.32763	eV
net charge	+2
largest force on an atom	1.058	eV/Å
2S+1	2

XYZ file:
```
36
C9H21CuNO3S (wB97M-V/def2-TZVPD)
C -3.2921 -3.2117 0.0630
C -2.0546 -3.0268 0.9573
C -2.1071 -3.8708 2.2349
C -0.7591 -3.2939 0.1826
O 0.0290 -2.0353 0.1333
S 1.2523 -1.9465 -0.8373
O 0.8865 -2.5216 -2.1449
O 1.2537 -0.3797 -0.9555
C 2.3432 0.3864 -0.3438
C 2.1978 1.8467 -0.7853
C 2.0710 2.8601 0.3737
C 0.7994 3.7219 0.3930
C 0.5704 4.4847 -0.9048
N -0.6648 5.1795 -0.9487
H -3.5760 -2.2737 -0.4162
H -3.1287 -3.9443 -0.7297
H -4.1479 -3.5533 0.6428
H -1.9972 -1.9761 1.2547
H -1.7870 -4.9006 2.0580
H -1.4623 -3.4564 3.0130
H -3.1189 -3.9112 2.6345
H -0.1353 -4.0346 0.6918
H -0.9390 -3.5983 -0.8464
H 3.2898 -0.0391 -0.6776
H 2.2749 0.2737 0.7385
H 1.3271 1.8807 -1.4454
H 3.0574 2.1038 -1.4046
H 2.9283 3.5363 0.3752
H 2.1080 2.3304 1.3271
H -0.0837 3.1269 0.6461
H 0.9196 4.4632 1.1886
H 1.3627 5.2479 -1.0620
H 0.6046 3.8857 -1.8306
H -1.1021 5.4226 -1.8382
H -1.3432 5.0792 -0.1913
Cu 2.4234 -3.8558 -1.5459
```

***

No. 8
DFT (wB97M-V/def2-TZVPD) results for a cluster of 5 separate species, C24H47FNO9S5Si in total.

Results
highest occupied orbital energy	-11.860	eV
LUMO energy	-3.4	eV
energy	-110333.18363	eV
net charge	+1
largest force on an atom	4.856	eV/Å

XYZ file:
```
88
C24H47FNO9S5Si (wB97M-V/def2-TZVPD)
C -2.9568 0.5607 -1.3904
Si -2.0894 1.2040 -2.9321
C -3.2578 1.5124 -4.3710
C -1.2471 2.8602 -2.5684
C -0.6883 0.0501 -3.5491
C -0.9282 -1.4150 -3.7877
S 0.7729 -1.9242 -4.3455
C 1.4655 -0.7235 -3.3355
C 2.8768 -0.6194 -2.8525
C 3.4326 0.6631 -3.4507
O 3.3467 0.9084 -4.5613
F 3.9863 1.5179 -2.6224
N 0.6601 0.2115 -2.9721
H -3.0913 1.3233 -0.6345
H -3.9303 0.1329 -1.5978
H -2.3440 -0.2292 -0.9506
H -3.8087 2.4032 -4.1315
H -3.9162 0.6736 -4.5751
H -2.6800 1.7430 -5.2635
H -1.9698 3.6259 -2.3308
H -0.5669 2.6992 -1.7288
H -0.6224 3.1578 -3.4075
H -0.5196 0.4298 -4.5669
H -1.5562 -1.5008 -4.6618
H -1.1612 -2.0582 -2.9521
H 2.8197 -0.4596 -1.7700
H 3.4797 -1.4720 -3.1149
H 0.9245 0.9798 -2.3710
C 4.6244 -3.5445 1.5339
C 5.0227 -2.2034 2.1640
C 4.1593 -1.1140 1.5173
S 2.6340 -1.9221 1.0293
O 2.5349 -1.9005 -0.4247
O 1.5538 -1.4513 1.8581
C 3.0981 -3.5667 1.5404
H 5.0356 -4.3889 2.0837
H 4.9967 -3.5976 0.5076
H 4.8300 -2.2329 3.2381
H 6.0820 -1.9934 2.0297
H 3.9284 -0.3095 2.2115
H 4.6284 -0.7065 0.6224
H 2.6688 -4.2981 0.8585
H 2.7059 -3.7178 2.5462
C -3.9678 7.5121 -5.8905
C -5.3488 7.4447 -5.2261
C -5.4631 6.0755 -4.5436
S -3.7882 5.5878 -4.1208
O -3.4374 4.4119 -4.8869
O -3.6200 5.6164 -2.6883
C -2.9783 7.0072 -4.8447
H -3.7232 8.5221 -6.2146
H -3.9473 6.8620 -6.7680
H -5.4327 8.2364 -4.4792
H -6.1511 7.5901 -5.9474
H -6.0585 6.1190 -3.6349
H -5.8690 5.3225 -5.2169
H -2.0198 6.7072 -5.2624
H -2.8299 7.7408 -4.0527
C -2.9643 -2.8508 1.3380
C -3.4957 -3.5212 2.6115
C -2.5479 -4.6789 2.9503
S -0.9418 -4.2190 2.2922
O -0.5926 -5.1351 1.2342
O -0.0368 -3.9429 3.3796
C -1.4635 -2.6745 1.5550
H -3.4545 -1.8962 1.1484
H -3.1440 -3.5000 0.4772
H -3.4999 -2.7971 3.4286
H -4.5172 -3.8764 2.4849
H -2.4595 -4.8344 4.0225
H -2.8530 -5.6043 2.4653
H -0.9070 -2.5032 0.6366
H -1.2562 -1.8805 2.2711
C 2.4209 -1.2686 6.6797
C 2.7145 -2.7011 7.1432
C 4.2058 -2.9661 6.8982
S 5.0222 -1.3680 7.0027
O 5.5579 -1.0395 5.7021
O 5.8335 -1.3214 8.1877
C 3.5371 -0.4054 7.2623
H 1.4406 -0.9290 7.0107
H 2.4428 -1.2216 5.5878
H 2.4954 -2.7908 8.2089
H 2.0957 -3.4290 6.6199
H 4.6318 -3.6300 7.6460
H 4.3842 -3.3671 5.9018
H 3.6386 0.5609 6.7736
H 3.4146 -0.2723 8.3367
```